[1]
C5H20KO5 | the ωB97M-V functional and the def2-TZVPD basis

Values from the calculation:
Energy above the lowest of the compared OMol25 structures with the same formula, charge and spin = 386.5 kcal per mole
Charge = +1
Lowest unoccupied orbital energy = -2.81 eV
E_HOMO = -13.30 eV
Kohn-Sham gap = 10.49 eV

```
31
Properties=species:S:1:pos:R:3:forces:R:3
K 22.67091 13.07181 -1.33473 1.41 -11.02 -2.05
C 22.40896 13.67676 1.61922 1.56 1.05 2.75
O 22.90518 13.82173 0.28675 1.34 3.87 12.07
H 21.38096 14.03571 1.66913 1.90 -0.81 2.01
H 22.41472 12.71674 2.13538 0.33 -0.57 -0.88
H 22.98127 14.33730 2.27056 -0.01 0.09 0.23
H 23.72169 13.32201 0.21468 0.60 0.30 1.30
C 24.26141 12.14191 -3.12345 2.09 -0.66 -2.28
O 24.10860 11.77784 -1.76766 4.10 -4.80 -0.62
H 25.21651 12.62688 -3.32516 0.58 -1.33 -0.11
H 24.08427 11.31781 -3.81452 -0.05 -0.08 0.18
H 23.59803 12.97840 -3.34326 1.98 -1.47 0.13
H 24.61468 10.99934 -1.52387 0.47 -0.33 -0.57
C 20.64543 14.71683 -0.14920 -2.79 2.10 -0.74
O 21.17621 14.15049 -1.32543 -7.62 7.16 1.90
H 19.56546 14.77733 -0.28374 -0.36 -0.19 0.33
H 20.85981 14.24507 0.80975 -1.59 0.27 -3.32
H 20.91520 15.76628 -0.03093 0.55 0.11 -0.01
H 20.86126 14.66843 -2.06983 -0.07 0.68 0.57
C 24.67025 14.43780 -2.23244 1.01 2.22 0.24
O 23.27272 14.54887 -2.52632 3.08 5.83 -2.29
H 24.87285 13.43946 -1.84467 0.36 1.30 0.35
H 25.24282 14.62007 -3.14186 0.13 -0.22 0.10
H 24.99779 15.20363 -1.52938 -0.20 0.06 0.23
H 23.17301 15.16611 -3.25478 0.14 0.36 -0.04
C 20.68532 12.71857 -3.02664 -2.10 -0.65 -1.90
O 22.08170 12.87557 -3.22428 -6.30 -1.95 -5.95
H 20.43982 12.05989 -2.19359 0.36 0.10 0.03
H 20.21703 13.68695 -2.85039 -0.67 -1.02 -0.93
H 20.17067 12.29524 -3.88920 0.35 -0.26 -0.24
H 22.23839 12.95670 -4.16793 -0.58 -0.17 -0.49
```
Forces are in eV/Å.


[2]
C5H20N10O5 | the ωB97M-V functional and the def2-TZVPD basis

Values from the calculation:
Energy above the lowest of the compared OMol25 structures with the same formula, charge and spin = 34.0 kcal per mole
SMILES = NC(N)=O.NC(N)=O.NC(N)=O.NC(N)=O.NC(N)=O
Lowest unoccupied orbital energy = 0.02 eV
E_HOMO = -9.22 eV
Kohn-Sham gap = 9.24 eV

```
40
Properties=species:S:1:pos:R:3:forces:R:3
C 0.22149 1.07158 0.00241 0.57 1.72 -1.03
O 0.61696 2.20953 -0.26290 -0.36 0.23 0.92
N -0.91356 0.83233 0.73394 0.14 -0.18 -0.24
N 0.91572 0.02986 -0.50972 -1.37 -1.12 0.92
H -1.35614 -0.07524 0.81490 0.32 -0.03 0.05
H -1.49879 1.63659 0.88433 0.31 0.23 -0.03
H 1.84418 0.15612 -0.86625 -0.19 0.09 -0.33
H 0.31481 -0.76432 -0.64839 0.94 -0.77 -0.21
C 4.14915 3.08535 -0.60391 0.10 -0.10 1.11
O 5.35841 3.27691 -0.54115 -0.42 -0.38 -1.10
N 3.40474 3.04948 0.52074 -0.41 0.28 0.41
N 3.38441 2.79274 -1.70603 1.42 -0.10 -1.65
H 2.41217 2.92320 0.39423 -0.11 -0.36 0.64
H 3.91453 2.85339 1.36305 -0.34 0.28 0.15
H 2.39774 2.95441 -1.81363 -0.05 0.00 0.54
H 3.93404 2.76243 -2.55243 -0.27 0.24 -0.04
C -1.96785 -2.23232 -0.43794 0.82 0.84 0.82
O -2.26906 -2.17351 0.76432 -0.40 -0.10 -1.47
N -2.56177 -1.62671 -1.48563 -1.64 0.50 0.36
N -0.79888 -2.76384 -0.85036 0.84 -0.82 0.97
H -2.09952 -1.59652 -2.37200 -0.32 0.06 -0.19
H -3.48006 -1.23661 -1.35733 0.13 0.11 -0.23
H -0.28919 -3.23322 -0.11934 0.40 -0.07 -0.48
H -0.49829 -2.73600 -1.80511 0.21 -0.42 0.04
C 2.92829 -4.38390 -0.14162 0.60 -0.14 -1.07
O 3.33288 -4.57262 -1.28207 -0.14 0.52 0.60
N 2.61236 -3.15888 0.39001 -0.32 0.94 0.05
N 2.74378 -5.39756 0.72371 -0.32 -0.39 0.23
H 3.17082 -2.35020 0.17722 -0.05 -0.14 -0.38
H 2.09970 -3.08460 1.25077 0.21 -0.14 0.14
H 2.84155 -6.32426 0.34695 -0.11 -0.05 0.36
H 2.46506 -5.18398 1.66222 0.06 -0.57 0.11
C -4.29838 3.15476 0.80917 0.58 2.35 0.55
O -3.49641 3.82891 0.17756 -0.12 -1.27 -0.28
N -4.04204 1.95872 1.43899 0.17 0.43 -0.62
N -5.50951 3.67360 1.17207 -0.36 -1.19 0.26
H -4.78685 1.59517 2.00088 0.28 -0.73 -0.07
H -3.33791 1.38652 1.01013 -0.35 -0.35 0.25
H -6.03007 3.06959 1.78007 -0.70 0.59 -0.01
H -5.82854 4.59311 0.93813 0.25 0.01 -0.06
```
Forces are in eV/Å.


[3]
C5H20N10O5 | the ωB97M-V functional and the def2-TZVPD basis

Values from the calculation:
Energy above the lowest of the compared OMol25 structures with the same formula, charge and spin = 73.4 kcal per mole
SMILES = NC(N)=O.NC(N)=O.NC(N)=O.NC(N)=O.NC(N)=O
Lowest unoccupied orbital energy = 0.03 eV
E_HOMO = -9.44 eV
Kohn-Sham gap = 9.46 eV

```
40
Properties=species:S:1:pos:R:3:forces:R:3
C 28.31906 -17.23245 -2.92954 -0.35 1.57 -1.23
O 27.18292 -16.96875 -3.31238 0.12 -1.22 -0.27
N 29.27535 -17.91530 -3.57367 0.20 -1.07 -1.08
N 28.80256 -16.61079 -1.84670 -0.42 -0.08 1.39
H 30.17433 -18.01121 -3.12343 -0.30 -0.38 -0.51
H 29.03834 -18.34184 -4.45797 0.36 -0.06 0.26
H 29.78712 -16.39091 -1.79766 -0.61 0.40 0.53
H 27.99096 -16.14266 -1.46952 0.97 0.87 0.78
C 28.42762 -19.91041 -8.63010 -1.74 0.12 -1.11
O 28.05034 -19.33226 -7.64778 0.05 0.81 2.62
N 27.53660 -20.42717 -9.50593 -1.12 -0.91 -0.78
N 29.66016 -20.01688 -9.03620 2.42 0.20 -0.05
H 27.66837 -20.09410 -10.45027 -0.45 -0.31 -0.03
H 26.60988 -20.39428 -9.10568 -0.22 0.19 -0.51
H 30.31293 -19.54087 -8.43006 0.53 -0.35 -0.66
H 29.83876 -20.50442 -9.90253 0.60 0.16 0.49
C 24.33536 -15.62776 -11.55252 1.25 0.72 3.53
O 23.93017 -15.93730 -12.57887 -2.52 -2.23 -7.58
N 25.58998 -15.69484 -11.19847 4.57 -0.85 0.21
N 23.56990 -15.22831 -10.59865 -4.25 2.00 4.27
H 26.02768 -16.45425 -11.70030 0.61 0.40 0.20
H 25.92051 -15.48079 -10.26840 -0.10 -0.14 -0.08
H 22.57424 -15.23654 -10.76805 0.26 0.11 -0.10
H 23.82426 -15.19124 -9.62191 0.25 0.06 -0.31
C 27.01971 -15.94251 -7.77037 -0.87 2.45 0.91
O 26.57071 -14.79682 -7.80872 -0.02 -0.18 -0.17
N 27.75242 -16.45508 -8.73197 2.74 -0.47 -4.36
N 26.87279 -16.80343 -6.80618 -0.91 -1.75 2.94
H 28.28546 -15.76692 -9.24423 -0.35 0.02 -0.24
H 28.25881 -17.32573 -8.65699 -0.34 0.11 0.51
H 26.61292 -16.48910 -5.88218 -0.27 -0.22 -0.06
H 27.35860 -17.68254 -6.91228 -0.18 -0.01 0.53
C 24.08775 -20.07610 -6.74546 -1.05 0.05 1.25
O 24.32077 -19.60053 -5.69238 1.09 -0.16 4.93
N 24.37643 -19.37557 -7.76852 1.69 2.97 -6.02
N 23.43625 -21.17116 -7.06159 -1.63 -3.29 0.02
H 23.89986 -19.56785 -8.63800 0.72 0.50 -0.16
H 25.12289 -18.70313 -7.66486 -0.52 0.33 -0.24
H 23.11872 -21.25764 -8.01647 0.03 -0.62 0.54
H 23.20304 -21.84608 -6.34734 -0.26 0.26 -0.35
```
Forces are in eV/Å.


[4]
C5H20N10O5 | the ωB97M-V functional and the def2-TZVPD basis

Values from the calculation:
Energy above the lowest of the compared OMol25 structures with the same formula, charge and spin = 275.5 kcal per mole
Lowest unoccupied orbital energy = -0.73 eV
E_HOMO = -8.60 eV
Kohn-Sham gap = 7.87 eV

```
40
Properties=species:S:1:pos:R:3:forces:R:3
C 1.83235 -0.22850 0.46908 0.61 0.65 1.91
O 3.00702 -0.20255 0.79796 0.05 -0.11 -0.67
N 1.36011 -0.66254 -0.72067 3.18 0.38 1.50
N 0.83477 0.21836 1.23312 -0.35 1.75 0.57
H 0.39149 -0.74654 -0.99420 2.56 0.13 1.74
H 2.21966 -0.83492 -1.22222 -0.65 -0.18 -0.69
H 0.98085 0.52532 2.18419 0.14 -0.61 -0.36
H -0.02805 -0.11821 0.83019 -0.10 0.97 1.47
C -1.47994 -0.66002 -0.86055 -2.49 -0.47 -2.36
O -0.87971 -1.11504 0.10826 -4.10 5.98 -8.03
N -1.19510 -0.89127 -2.17519 -3.49 -1.42 1.59
N -2.54284 0.06964 -0.75744 -3.18 2.54 2.15
H -0.65281 -1.72560 -2.34810 -1.22 -0.36 -0.49
H -1.75645 -0.56637 -2.94941 -0.18 -0.06 0.34
H -3.25674 0.26522 -1.44463 0.52 -0.28 -0.17
H -2.82129 0.27782 0.19084 -0.05 0.23 -0.06
C 1.66953 -0.65919 -3.61003 2.89 -0.52 -0.74
O 2.61730 -1.20794 -4.08998 1.86 -2.12 -1.80
N 1.50540 0.60070 -3.69285 -0.47 7.10 -2.41
N 0.85279 -1.11365 -2.76400 0.11 -5.39 -1.27
H 0.88587 1.13501 -3.10058 0.24 -0.06 -0.40
H 1.91686 1.02366 -4.51255 0.00 0.46 0.42
H 0.16848 -0.51360 -2.32611 2.11 0.26 -1.53
H 1.25777 -1.92294 -2.31549 -0.62 -0.22 0.12
C -1.08560 3.23627 2.66379 -1.53 -0.09 -0.43
O -0.72971 3.04788 3.77148 1.34 -0.40 3.38
N -2.25572 3.85044 2.35858 -0.58 0.57 -0.75
N -0.49550 2.72059 1.57968 0.43 0.04 -1.78
H -2.48898 3.80164 1.37710 -0.69 0.58 0.53
H -2.75533 4.38124 3.05769 0.10 -0.17 -0.42
H 0.36000 2.19671 1.69702 -0.08 0.46 -0.37
H -0.61834 3.33206 0.78527 0.68 -0.54 -0.33
C 0.71022 -2.61147 2.06901 1.49 -2.11 0.14
O 1.54742 -3.47322 1.91141 1.14 -1.31 -0.78
N -0.29654 -2.38399 1.26512 0.29 -6.00 2.71
N 0.78735 -1.76180 3.04317 -0.67 2.70 3.86
H -0.09871 -2.77320 0.35436 -0.39 -0.29 0.76
H -1.01701 -1.68096 1.34746 0.79 -1.86 2.19
H 1.53609 -1.71528 3.71943 -0.31 -0.29 -0.31
H 0.01308 -1.11381 3.06980 0.63 0.07 0.77
```
Forces are in eV/Å.


Please write out number 4 again, unchanged.
C5H20N10O5 | the ωB97M-V functional and the def2-TZVPD basis

Values from the calculation:
Energy above the lowest of the compared OMol25 structures with the same formula, charge and spin = 275.5 kcal per mole
Lowest unoccupied orbital energy = -0.73 eV
E_HOMO = -8.60 eV
Kohn-Sham gap = 7.87 eV

```
40
Properties=species:S:1:pos:R:3:forces:R:3
C 1.83235 -0.22850 0.46908 0.61 0.65 1.91
O 3.00702 -0.20255 0.79796 0.05 -0.11 -0.67
N 1.36011 -0.66254 -0.72067 3.18 0.38 1.50
N 0.83477 0.21836 1.23312 -0.35 1.75 0.57
H 0.39149 -0.74654 -0.99420 2.56 0.13 1.74
H 2.21966 -0.83492 -1.22222 -0.65 -0.18 -0.69
H 0.98085 0.52532 2.18419 0.14 -0.61 -0.36
H -0.02805 -0.11821 0.83019 -0.10 0.97 1.47
C -1.47994 -0.66002 -0.86055 -2.49 -0.47 -2.36
O -0.87971 -1.11504 0.10826 -4.10 5.98 -8.03
N -1.19510 -0.89127 -2.17519 -3.49 -1.42 1.59
N -2.54284 0.06964 -0.75744 -3.18 2.54 2.15
H -0.65281 -1.72560 -2.34810 -1.22 -0.36 -0.49
H -1.75645 -0.56637 -2.94941 -0.18 -0.06 0.34
H -3.25674 0.26522 -1.44463 0.52 -0.28 -0.17
H -2.82129 0.27782 0.19084 -0.05 0.23 -0.06
C 1.66953 -0.65919 -3.61003 2.89 -0.52 -0.74
O 2.61730 -1.20794 -4.08998 1.86 -2.12 -1.80
N 1.50540 0.60070 -3.69285 -0.47 7.10 -2.41
N 0.85279 -1.11365 -2.76400 0.11 -5.39 -1.27
H 0.88587 1.13501 -3.10058 0.24 -0.06 -0.40
H 1.91686 1.02366 -4.51255 0.00 0.46 0.42
H 0.16848 -0.51360 -2.32611 2.11 0.26 -1.53
H 1.25777 -1.92294 -2.31549 -0.62 -0.22 0.12
C -1.08560 3.23627 2.66379 -1.53 -0.09 -0.43
O -0.72971 3.04788 3.77148 1.34 -0.40 3.38
N -2.25572 3.85044 2.35858 -0.58 0.57 -0.75
N -0.49550 2.72059 1.57968 0.43 0.04 -1.78
H -2.48898 3.80164 1.37710 -0.69 0.58 0.53
H -2.75533 4.38124 3.05769 0.10 -0.17 -0.42
H 0.36000 2.19671 1.69702 -0.08 0.46 -0.37
H -0.61834 3.33206 0.78527 0.68 -0.54 -0.33
C 0.71022 -2.61147 2.06901 1.49 -2.11 0.14
O 1.54742 -3.47322 1.91141 1.14 -1.31 -0.78
N -0.29654 -2.38399 1.26512 0.29 -6.00 2.71
N 0.78735 -1.76180 3.04317 -0.67 2.70 3.86
H -0.09871 -2.77320 0.35436 -0.39 -0.29 0.76
H -1.01701 -1.68096 1.34746 0.79 -1.86 2.19
H 1.53609 -1.71528 3.71943 -0.31 -0.29 -0.31
H 0.01308 -1.11381 3.06980 0.63 0.07 0.77
```
Forces are in eV/Å.